# 1
The following is a DFT calculation (ωB97M-V/def2-TZVPD) of a molecular structure, C15H17F6N3O6S3Sm at a distorted geometry.

Properties
Largest force on an atom ... 0.0672 hartree/bohr
<S²> ... 8.77
E_HOMO (alpha / beta) ... -11.27 / -11.29 eV
Orbital gap (alpha / beta) ... 6.364 / 8.064 eV

```
! RIJCOSX wB97M-V def2-TZVPD def2/J DEFGRID3
* xyz 1 6
Sm -0.284 1.210 1.777
F 3.347 -1.584 -0.528
C 3.478 -0.306 -0.237
F 3.254 0.433 -1.309
F 4.666 -0.054 0.259
S 2.167 0.145 1.016
O 0.872 -0.360 0.516
O 2.028 1.593 1.134
N 2.651 -0.582 2.301
S 1.877 -0.379 3.671
O 0.964 0.782 3.586
O 2.721 -0.495 4.786
C 0.592 -1.757 3.716
F -0.437 -1.330 2.903
F 0.105 -1.910 4.925
F 1.028 -2.902 3.253
O 0.730 8.688 -0.827
C 0.711 7.385 -1.139
O 1.149 6.996 -2.185
C 0.116 6.434 -0.144
C -0.529 6.804 1.034
C -1.054 5.856 1.890
C -0.965 4.493 1.594
S -1.661 3.291 2.690
C -0.301 4.137 0.419
C 0.227 5.076 -0.447
H 0.389 8.859 0.057
H -0.654 7.843 1.313
H -1.553 6.169 2.795
H -0.196 3.056 0.100
H 0.730 4.786 -1.356
C -2.334 1.110 -0.645
C -3.522 0.676 -1.542
N -4.334 -0.304 -0.848
C -3.530 -1.473 -0.543
C -2.364 -1.084 0.399
N -2.393 0.384 0.655
C -3.699 0.711 1.307
C -4.857 0.258 0.385
H -2.367 2.187 -0.431
H -1.372 0.878 -1.127
H -3.168 0.239 -2.475
H -4.148 1.533 -1.794
H -3.154 -1.888 -1.479
H -4.170 -2.225 -0.081
H -1.392 -1.347 -0.036
H -2.446 -1.586 1.366
H -3.721 1.787 1.492
H -3.728 0.205 2.276
H -5.504 1.100 0.136
H -5.474 -0.498 0.871
*
```

The computed Mulliken charges, all in e, follow:
1 Sm 0.6946
2 F -0.1692
3 C 0.5444
4 F -0.1620
5 F -0.1618
6 S 1.2538
7 O -0.4794
8 O -0.5710
9 N -0.4931
10 S 1.0582
11 O -0.5400
12 O -0.5581
13 C 0.6975
14 F -0.1570
15 F -0.1826
16 F -0.1966
17 O -0.4596
18 C 0.6913
19 O -0.5449
20 C 0.8716
21 C -0.7747
22 C -1.1740
23 C 0.9590
24 S -0.3349
25 C 0.1606
26 C -1.4052
27 H 0.2772
28 H 0.2277
29 H 0.4745
30 H 0.3858
31 H 0.5074
32 C -0.4011
33 C -0.9587
34 N -0.0976
35 C -0.8995
36 C -0.3926
37 N 0.3106
38 C -0.6247
39 C -0.7100
40 H 0.4147
41 H 0.4823
42 H 0.2856
43 H 0.3476
44 H 0.3457
45 H 0.3170
46 H 0.2581
47 H 0.4711
48 H 0.3826
49 H 0.4321
50 H 0.3377
51 H 0.2596


# 2
The following is a DFT calculation (ωB97M-V/def2-TZVPD) of 2 unconnected molecules or ions with the total composition C15H17FN2O2 at a distorted geometry.

Properties
Largest force on an atom ... 0.3464 hartree/bohr
ΔE to the lowest compared entry with this formula, charge and spin ... 11.4953 eV
E_HOMO ... -9.22 eV
Orbital gap ... 9.715 eV

```
! RIJCOSX wB97M-V def2-TZVPD def2/J DEFGRID3
* xyz 0 1
O -0.104 -2.684 -1.457
C -0.812 -1.984 -0.714
N -0.141 -1.110 -0.039
C -0.739 0.086 0.799
H -1.907 0.107 0.858
C -0.333 1.482 0.229
N 1.159 1.641 0.221
C 1.639 2.604 0.733
O 0.984 3.280 1.496
C 3.076 2.813 0.858
C 4.204 2.700 -0.478
C 4.347 1.882 0.627
H 3.907 0.918 0.664
H 5.127 1.895 1.399
H 3.644 2.535 -1.383
H 4.849 3.594 -0.324
H 3.217 3.661 1.678
C 1.701 0.566 -0.687
H 2.665 0.610 -1.042
C 1.475 -0.871 -0.069
H 1.754 -1.526 -0.800
H 2.062 -0.902 0.911
H 1.263 0.481 -1.814
H -0.615 2.159 0.817
H -0.823 1.508 -1.164
H -0.329 0.036 1.790
C -2.246 -1.953 -0.355
C -3.000 -2.000 -1.697
C -4.293 -2.117 -1.282
C -4.903 -2.530 -0.077
C -3.984 -2.684 0.785
C -2.682 -2.324 0.690
H -1.986 -2.627 1.586
F -4.527 -2.919 2.182
H -5.941 -2.612 0.053
H -4.988 -2.158 -2.344
H -2.722 -1.556 -2.651
*
```

The computed Mulliken charges, all in e, follow:
1 O -0.7419
2 C 0.5679
3 N -0.0127
4 C -0.3890
5 H 0.3369
6 C -1.4358
7 N 0.0827
8 C 1.1002
9 O -0.7479
10 C -0.3676
11 C -0.5064
12 C -0.2762
13 H 0.0166
14 H 0.2414
15 H 0.2850
16 H 0.2696
17 H 0.3160
18 C -0.8793
19 H 0.6174
20 C -1.0541
21 H 0.6540
22 H 0.1957
23 H 0.1735
24 H 0.8008
25 H 0.2337
26 H 0.2809
27 C 0.0428
28 C -0.8177
29 C -0.2593
30 C -0.5195
31 C 0.2571
32 C 0.6029
33 H 0.2956
34 F -0.3634
35 H 0.5245
36 H 0.1157
37 H 0.3601


# 3
The following is a DFT calculation (ωB97M-V/def2-TZVPD) of a single C15H17N3O5S molecule at a distorted geometry.

Properties
Largest force on an atom ... 0.3297 hartree/bohr
SMILES string ... CCOC(=O)Cc1nnc(NC(=O)COc2ccc(OC)cc2)s1
ΔE to the lowest compared entry with this formula, charge and spin ... 15.1319 eV
E_HOMO ... -7.55 eV
Orbital gap ... 7.976 eV

```
! RIJCOSX wB97M-V def2-TZVPD def2/J DEFGRID3
* xyz 0 1
C -2.012 -2.060 2.216
C -3.266 -1.923 1.463
O -3.192 -1.659 -0.036
C -4.259 -0.898 -0.425
O -5.370 -0.730 0.175
C -3.765 -0.290 -1.959
C -2.813 0.814 -1.750
N -2.489 1.666 -2.525
N -1.658 2.778 -2.131
C -1.189 2.428 -1.088
N -0.105 2.989 -0.594
C 0.515 3.384 0.769
O 1.188 4.240 0.817
C 0.195 2.187 1.914
O 0.367 0.734 1.378
C 1.451 0.400 0.803
C 2.782 1.275 0.592
C 3.744 0.658 0.145
C 3.664 -0.662 -0.636
O 4.937 -1.080 -1.148
C 4.858 -2.560 -1.740
C 2.397 -1.271 -0.322
C 1.411 -0.697 0.207
S -1.716 1.117 -0.178
H -2.214 -2.310 3.184
H -1.592 -2.691 1.716
H -1.441 -1.195 2.254
H -3.799 -2.777 1.419
H -3.989 -1.208 1.954
H -4.566 0.060 -2.585
H -3.268 -1.116 -2.106
H 0.057 3.862 -1.121
H -0.718 2.374 2.209
H 0.961 2.273 2.577
H 2.737 2.128 0.958
H 4.714 1.266 -0.081
H 4.675 -3.002 -1.039
H 5.770 -2.551 -2.029
H 4.154 -2.471 -2.483
H 2.421 -2.179 -1.153
H 0.422 -1.301 0.379
*
```

The computed Mulliken charges, all in e, follow:
1 C -1.5729
2 C -0.4030
3 O -0.2739
4 C 0.5388
5 O -0.5898
6 C -0.4645
7 C 0.3914
8 N -0.3805
9 N -0.6185
10 C 0.3019
11 N -0.0936
12 C 0.4391
13 O -0.3467
14 C -1.2752
15 O -0.4320
16 C 0.8360
17 C -1.0279
18 C -0.6804
19 C 0.6518
20 O -0.4010
21 C -1.2803
22 C -0.4783
23 C 0.3934
24 S 0.0483
25 H 0.5020
26 H 0.5609
27 H 0.2344
28 H 0.5356
29 H 0.3898
30 H 0.3637
31 H 0.3112
32 H 0.2592
33 H 0.7248
34 H 0.5765
35 H 0.7666
36 H 0.2239
37 H 0.6264
38 H 0.4132
39 H 0.3640
40 H 0.0049
41 H -0.1394


> Among the records above, which one has the highest largest force on an atom?

C15H17FN2O2


> Which formula does entry 3 have?

C15H17N3O5S